Record 1
{"formula": "CH16O9", "method": "wB97M-V/def2-TZVPD", "charge": 1, "e_homo_ev": [-14.41, -14.41], "multiplicity": 2, "elements": ["O", "C", "O", "H", "H", "H", "H", "O", "H", "H", "O", "H", "H", "O", "H", "H", "O", "H", "H", "O", "H", "H", "O", "H", "H", "O"], "positions_angstrom": [[-0.0609, -1.1320, 0.1422], [-0.4132, -1.7802, -0.8630], [-1.0950, -1.3184, -1.8400], [-0.2318, -2.8592, -1.0403], [-1.0357, -0.3178, -2.0125], [3.3496, 0.9663, -1.8100], [2.5918, -0.0258, -0.8144], [2.4925, 0.6911, -1.4644], [-1.4215, 2.5418, 0.7832], [-2.0023, 3.8768, 0.3005], [-1.1602, 3.4046, 0.3915], [1.4189, 0.6696, 1.1612], [2.2569, 0.9540, 2.4696], [1.3898, 0.7111, 2.1172], [-0.6251, 1.8980, -1.2193], [0.7495, 1.2064, -1.4969], [-0.1927, 1.2166, -1.7782], [-1.0306, 1.0039, 2.0937], [-0.9136, 0.3167, 0.7334], [-1.5357, 0.7856, 1.3007], [2.8442, -1.7096, 1.6360], [1.5019, -1.4643, 0.9257], [2.3868, -1.8205, 0.7920], [-1.8799, -2.2296, 1.3048], [-2.6493, -0.9568, 0.7406], [-2.3115, -1.8537, 0.5084]]}

---

Record 2
{"formula": "C5H12NO", "method": "wB97M-V/def2-TZVPD", "charge": 0, "e_homo_ev": [-9.08, -9.08], "multiplicity": 2, "elements": ["C", "N", "C", "C", "C", "O", "C", "H", "H", "H", "H", "H", "H", "H", "H", "H", "H", "H", "H"], "positions_angstrom": [[-1.3564, -1.2950, 1.9375], [-1.5065, -0.3162, 0.7138], [-0.2391, -0.2847, 0.0176], [-0.1582, 1.0435, -0.7493], [1.2013, 1.6289, -0.9094], [2.1208, 0.8783, -0.1581], [0.1590, -1.3941, -0.8850], [-1.4588, -2.3200, 1.6804], [-0.5357, -0.9624, 2.4979], [-2.2586, -0.9721, 2.5156], [-2.2054, -0.7913, 0.1555], [0.5291, -0.0778, 0.7711], [-0.6513, 1.8853, -0.1979], [-0.8882, 0.8770, -1.6412], [1.1603, 2.5864, -0.5259], [1.4596, 1.8305, -1.9983], [1.1369, -1.1076, -1.3995], [0.2896, -2.2607, -0.3226], [-0.6381, -1.6908, -1.7356]]}

---

Record 3
{"formula": "C5H8NO", "method": "wB97M-V/def2-TZVPD", "charge": 1, "e_homo_ev": [-12.53, -13.19], "multiplicity": 1, "elements": ["C", "C", "C", "C", "C", "N", "O", "H", "H", "H", "H", "H", "H", "H", "H"], "positions_angstrom": [[-0.4580, -1.7097, 0.9196], [-1.3533, -0.6506, 0.3658], [1.5055, 0.7838, -0.3208], [0.2061, 1.2516, 0.1395], [0.7672, -0.4080, -0.7924], [-0.5508, 0.1873, -0.5034], [-0.4772, -2.7171, 1.4636], [-2.2650, -1.0993, -0.1621], [-1.7429, 0.0391, 1.0946], [2.1586, 1.4431, -1.1287], [2.2733, 0.3775, 0.3890], [0.0281, 1.0565, 1.2437], [-0.0017, 2.2306, -0.0198], [1.0004, -1.2559, -1.4399], [-1.0904, 0.4710, -1.2487]]}

---

Record 4
{"formula": "C24H38IrP", "method": "wB97M-V/def2-TZVPD", "charge": 1, "e_homo_ev": [-9.09, -11.40], "multiplicity": 6, "elements": ["C", "C", "C", "C", "C", "Ir", "C", "C", "H", "C", "H", "H", "C", "H", "H", "H", "C", "H", "H", "H", "C", "H", "H", "H", "C", "H", "H", "H", "C", "H", "H", "H", "C", "H", "H", "H", "C", "H", "H", "H", "C", "C", "C", "C", "H", "C", "H", "C", "H", "H", "H", "C", "P", "C", "C", "H", "H", "H", "H", "H", "H", "H", "H", "H"], "positions_angstrom": [[-0.5024, 1.2434, -2.0991], [-1.7172, 1.2459, -1.2265], [-2.4636, 0.0539, -1.5645], [-1.7387, -0.7072, -2.5000], [-0.5556, -0.0356, -2.8323], [0.0670, 0.5843, -0.2329], [1.8064, -1.9066, 1.5206], [2.5032, -0.8698, 0.7242], [3.5503, -0.6631, 0.9610], [1.9413, -0.2717, -0.4565], [1.7322, -1.0021, -1.2566], [2.6179, 0.5018, -0.8529], [2.7655, -2.4593, 2.5855], [3.0763, -1.6765, 3.2918], [2.2724, -3.2648, 3.1404], [3.6530, -2.8740, 2.0881], [1.3685, -3.0944, 0.6305], [0.7700, -2.7684, -0.2255], [2.2485, -3.6239, 0.2555], [0.7731, -3.7869, 1.2306], [-2.3653, 2.4859, -0.7125], [-1.6217, 3.2440, -0.4507], [-3.0449, 2.9139, -1.4653], [-2.9555, 2.2534, 0.1845], [-3.8358, -0.2206, -1.0772], [-3.9839, 0.2244, -0.0845], [-4.6072, 0.2022, -1.7407], [-4.0352, -1.2985, -1.0011], [-2.1917, -2.0015, -3.0908], [-2.5876, -2.6764, -2.3177], [-2.9899, -1.8513, -3.8328], [-1.3604, -2.5101, -3.5927], [0.4121, -0.4293, -3.8785], [0.7356, -1.4741, -3.7537], [-0.0284, -0.3426, -4.8848], [1.3041, 0.2080, -3.8465], [0.0614, 2.4901, -2.6988], [1.1271, 2.3585, -2.9095], [-0.4455, 2.7181, -3.6466], [-0.0801, 3.3440, -2.0355], [-0.4254, -0.9057, 1.0759], [0.5652, -1.3071, 2.1068], [-1.5908, -1.6466, 0.9795], [0.0058, -2.0992, 3.2413], [0.7173, -0.2078, 2.3926], [-2.0458, -2.4248, 2.0485], [-2.1649, -1.6571, 0.0500], [-1.2656, -2.5851, 3.2045], [0.6533, -2.3024, 4.0963], [-3.0036, -2.9411, 1.9684], [-1.6811, -3.1222, 4.0652], [2.0822, 3.3688, -0.0304], [1.1036, 2.2134, 1.0057], [2.3055, 1.8367, 2.3430], [-0.1769, 3.2003, 1.8604], [3.0688, 2.9260, -0.2305], [2.2199, 4.3212, 0.5033], [1.5932, 3.5683, -0.9910], [2.0122, 2.3817, 3.2522], [2.3572, 0.7629, 2.5623], [3.3079, 2.1721, 2.0358], [0.1839, 3.4853, 2.8573], [-0.4126, 4.1053, 1.2861], [-1.0846, 2.5936, 1.9708]]}

---

Record 5
{"formula": "C38H31Cl6MnN5O4STe", "method": "wB97M-V/def2-TZVPD", "charge": -2, "e_homo_ev": [-1.30, -1.24], "multiplicity": 2, "elements": ["Mn", "C", "C", "N", "C", "S", "N", "N", "C", "C", "C", "C", "C", "C", "C", "N", "H", "H", "H", "H", "H", "H", "H", "H", "H", "H", "H", "H", "H", "Cl", "C", "C", "Cl", "C", "Cl", "C", "O", "C", "O", "C", "Cl", "C", "Te", "C", "C", "C", "C", "C", "C", "C", "H", "H", "H", "H", "H", "H", "H", "H", "Cl", "C", "C", "C", "C", "C", "Cl", "C", "N", "C", "C", "C", "C", "C", "C", "C", "C", "O", "O", "H", "H", "H", "H", "H", "H", "H", "H", "H", "H"], "positions_angstrom": [[-1.7122, 0.1957, 1.0416], [2.3259, -0.2657, 4.6630], [1.0055, -0.5846, 5.3566], [0.1762, -1.4972, 4.5883], [-0.5467, -1.0845, 3.4975], [-0.9801, 0.5548, 3.2953], [-0.8316, -2.1026, 2.6905], [-1.5091, -1.7053, 1.5873], [-1.8926, -2.6193, 0.7714], [-1.5720, -4.0757, 0.8981], [-2.7467, -2.1228, -0.3156], [-3.3998, -2.9744, -1.1973], [-4.2667, -2.4387, -2.1353], [-4.4768, -1.0732, -2.1629], [-3.7822, -0.2967, -1.2532], [-2.9275, -0.8066, -0.3764], [2.8910, 0.4789, 5.2335], [2.1274, 0.1380, 3.6658], [2.9458, -1.1611, 4.5571], [0.4383, 0.3316, 5.4999], [1.1743, -1.0303, 6.3405], [0.5625, -2.4188, 4.4417], [-0.7846, -4.2031, 1.6336], [-1.2412, -4.4716, -0.0665], [-2.4398, -4.6632, 1.2215], [-3.2321, -4.0414, -1.1370], [-4.7831, -3.0871, -2.8330], [-5.1523, -0.6108, -2.8687], [-3.9107, 0.7793, -1.2186], [-6.7092, 4.9566, 1.4306], [-5.2125, 4.1071, 1.1301], [-4.1629, 4.7519, 0.5161], [-4.2897, 6.4270, 0.0376], [-2.9625, 4.0353, 0.2798], [-1.6062, 4.8014, -0.5108], [-2.8125, 2.7137, 0.6541], [-1.7337, 2.0124, 0.4293], [-3.9009, 2.0244, 1.3155], [-3.7315, 0.7937, 1.6370], [-5.0813, 2.7549, 1.5190], [-6.4104, 1.9131, 2.2778], [-1.5233, -0.2102, -5.1326], [-0.6560, -0.5858, -3.1787], [-1.2629, 1.4047, -2.7389], [-2.1108, 1.8939, -3.8864], [-2.7783, 3.1199, -3.7963], [-3.5346, 3.5941, -4.8572], [-3.6303, 2.8471, -6.0294], [-2.9771, 1.6276, -6.1210], [-2.2211, 1.1324, -5.0538], [-2.2472, -0.9953, -5.3669], [-0.7672, -0.2109, -5.9204], [-0.3806, 2.0250, -2.5886], [-1.7864, 1.4054, -1.7867], [-2.6996, 3.6955, -2.8790], [-4.0513, 4.5429, -4.7680], [-4.2167, 3.2128, -6.8646], [-3.0570, 1.0375, -7.0297], [6.8755, -1.2918, -0.3218], [6.1975, -2.3495, 0.8861], [7.0348, -3.3460, 1.3626], [6.5532, -4.3457, 2.1863], [5.1974, -4.3522, 2.4899], [4.3754, -3.3492, 2.0306], [2.6907, -3.4385, 2.4065], [4.8448, -2.2493, 1.2650], [3.9811, -1.2624, 0.8925], [4.2654, 0.1044, 0.6185], [5.2650, 0.7966, 1.2847], [5.4955, 2.1392, 1.0162], [4.7028, 2.8013, 0.0913], [3.6752, 2.1119, -0.5436], [3.4361, 0.7657, -0.2932], [2.3025, 0.0508, -0.9728], [1.1288, -0.2346, -0.0174], [1.4129, -0.6260, 1.1219], [-0.0330, -0.0700, -0.5194], [8.0703, -3.3370, 1.0461], [7.2103, -5.1199, 2.5620], [4.7623, -5.1413, 3.0906], [2.9882, -1.3659, 1.1375], [5.8518, 0.2822, 2.0380], [6.2836, 2.6657, 1.5430], [4.8679, 3.8497, -0.1250], [3.0288, 2.6297, -1.2447], [2.6591, -0.9131, -1.3496], [1.9307, 0.6234, -1.8183]]}

---

Record 6
{"formula": "C3HNO", "method": "wB97M-V/def2-TZVPD", "charge": 0, "e_homo_ev": -9.24, "multiplicity": 1, "elements": ["N", "C", "C", "C", "O", "H"], "positions_angstrom": [[-0.0725, -1.3391, 0.2637], [-0.6911, -0.4916, -0.6479], [0.4958, -0.2596, 0.6817], [0.4872, 0.9879, 0.5309], [-1.4091, -0.6665, -1.5595], [1.1897, 1.7689, 0.7311]]}

---

Record 7
{"formula": "C4H6I2O3", "method": "wB97M-V/def2-TZVPD", "charge": 0, "e_homo_ev": -9.50, "multiplicity": 1, "elements": ["C", "C", "I", "C", "O", "C", "O", "O", "I", "H", "H", "H", "H", "H", "H"], "positions_angstrom": [[1.7941, -0.3285, 0.9205], [1.3448, 0.4638, -0.2872], [0.8876, 2.4872, 0.3737], [0.0972, -0.1763, -0.9544], [-1.1337, 0.4058, -0.5298], [-2.0385, -0.4488, -0.1004], [-1.8388, -1.4184, 0.4972], [-3.2894, -0.0722, -0.4819], [-3.9059, 1.3743, 0.7871], [2.7974, -0.0453, 1.1709], [1.1591, -0.1323, 1.7610], [1.7278, -1.3811, 0.6817], [2.1214, 0.5208, -1.0256], [0.1795, -0.0071, -2.0149], [0.0972, -1.2418, -0.7978]]}

---

Record 8
{"formula": "C5H12O3", "method": "wB97M-V/def2-TZVPD", "charge": 0, "smiles": "C=C/C=C(/C)O.O.O", "e_homo_ev": -8.61, "multiplicity": 1, "elements": ["C", "C", "C", "C", "O", "C", "H", "H", "H", "H", "H", "H", "H", "H", "H", "H", "O", "H", "H", "O"], "positions_angstrom": [[0.1874, -0.8650, -2.4043], [0.6192, -0.6496, -1.1484], [-0.1744, 0.2269, -0.2757], [-0.0386, 0.1441, 1.0654], [0.8253, -0.7138, 1.6201], [-0.8356, 0.9563, 2.0635], [0.7352, -1.4472, -3.1331], [-0.8295, -0.6348, -2.7022], [1.4069, -1.2513, -0.7120], [-0.8102, 0.9442, -0.7691], [1.2390, -0.4644, 2.4351], [-0.1676, 1.7978, 2.2646], [-1.0851, 0.3546, 2.9299], [-1.7713, 1.3493, 1.6652], [1.2898, 1.9532, -0.4580], [2.4256, 2.5653, -1.2072], [2.0535, 2.5332, -0.3179], [-1.8027, -1.2822, -0.3661], [-2.2489, -2.1591, -1.4992], [-2.4937, -1.9267, -0.6011]]}

---

Record 9
{"formula": "C4H13NO2", "method": "wB97M-V/def2-TZVPD", "charge": 0, "smiles": "C=NCCC.O.O", "e_homo_ev": -9.60, "multiplicity": 1, "elements": ["C", "C", "C", "C", "N", "H", "H", "H", "H", "H", "H", "H", "H", "H", "H", "H", "O", "H", "H", "O"], "positions_angstrom": [[0.4113, 1.1518, -1.7355], [-0.2612, 0.4285, -0.5726], [0.1230, 0.9455, 0.8310], [-0.6553, -0.6210, 2.3079], [-0.8342, 0.5138, 1.7943], [-0.0730, 0.8571, -2.6615], [1.4863, 0.9808, -1.7273], [0.2180, 2.2245, -1.6540], [-1.3196, 0.6821, -0.5893], [0.0044, -0.6277, -0.5379], [1.1451, 0.5938, 1.0384], [0.2062, 2.0329, 0.7919], [0.2386, -1.1937, 2.0249], [-1.3858, -1.0210, 3.0002], [3.0663, -1.3001, -0.6930], [3.2782, -0.6552, 0.6275], [2.7822, -1.3781, 0.2236], [-3.5021, -0.8321, -0.8479], [-2.0244, -1.2055, -0.8706], [-2.9040, -1.5765, -0.7503]]}